A.
Formula: C3H7NO2
Source: the OMol25 dataset
Level of theory: ωB97M-V/def2-TZVPD

The value obtained for the LUMO energy is 0.6498 eV. The net charge is 0. The value obtained for the HOMO-LUMO gap is 0.3805 Ha. The SMILES is CC=O.NC=O.

Atoms and positions in Å:
C -1.47 -1.30 -0.90
C -1.24 -1.62 0.59
O -0.79 -0.72 1.25
H -0.95 -0.45 -1.41
H -1.26 -2.27 -1.47
H -2.52 -1.10 -1.16
H -1.70 -2.51 1.06
N 1.25 1.31 0.84
C 1.92 2.11 -0.03
O 1.63 2.56 -1.18
H 1.80 0.83 1.47
H 0.43 0.94 0.56
H 2.90 2.22 0.38

=====

B.
Formula: C3H7NO2
Source: the OMol25 dataset
Level of theory: ωB97M-V/def2-TZVPD

The value obtained for the LUMO energy is 0.8799 eV. The net charge is 0. The value obtained for the HOMO-LUMO gap is 0.3907 Ha. The SMILES is C/C=N\O.C=O.

Atoms and positions in Å:
C -0.55 0.10 1.43
C 0.74 0.36 0.70
N 1.15 1.12 -0.24
O 0.18 1.78 -0.98
H -0.29 0.28 2.48
H -1.40 0.73 1.16
H -0.81 -0.96 1.35
H 1.56 -0.21 1.09
H 0.75 2.34 -1.53
C -0.33 -1.39 -1.36
O 0.08 -2.22 -0.60
H 0.00 -1.31 -2.41
H -1.09 -0.63 -1.08

=====

C.
Formula: C3H7NO2
Source: the OMol25 dataset
Level of theory: ωB97M-V/def2-TZVPD

The value obtained for the LUMO energy is 0.4171 eV. The net charge is 0. The value obtained for the HOMO-LUMO gap is 0.2646 Ha.

Atoms and positions in Å:
C -3.43 -0.15 -0.21
C 0.86 0.91 0.89
C 0.51 0.43 -0.53
N 1.35 -0.86 -0.77
O -3.31 -0.93 0.60
O -3.47 0.64 -1.01
H 0.96 0.26 1.68
H 1.92 1.38 0.76
H 0.28 1.76 1.38
H -0.53 0.16 -0.39
H 1.18 -1.06 -1.77
H 1.37 -1.89 -0.22
H 2.31 -0.65 -0.41

=====

D.
Formula: C3H7NO2
Source: the OMol25 dataset
Level of theory: ωB97M-V/def2-TZVPD

The value obtained for the LUMO energy is 0.4732 eV. The net charge is 0. The value obtained for the HOMO-LUMO gap is 0.3782 Ha. The SMILES is C[C@H](N)C(=O)O.

Atoms and positions in Å:
C 0.38 0.72 1.14
C 0.41 -0.10 -0.15
N 0.68 0.82 -1.29
C -0.94 -0.73 -0.36
O -1.79 -0.25 -1.07
O -1.18 -1.83 0.36
H -0.45 1.40 1.03
H 0.20 0.10 2.01
H 1.24 1.36 1.24
H 1.14 -0.92 -0.13
H 0.83 0.24 -2.12
H -0.16 1.37 -1.46
H -0.36 -2.17 0.80

=====

Least stable = C